Record 1
{
  "formula": "C2H4FNO3",
  "method": "the ωB97M-V functional and the def2-TZVPD basis",
  "elements": ["H", "O", "F", "O", "H", "H", "C", "C", "N", "O", "H"],
  "xyz": [[-0.04836, 1.27906, -0.43670], [-3.27480, -0.24577, -0.51132], [-1.45788, -1.67186, -0.31628], [-2.33528, 1.56270, 0.22889], [0.37378, 0.06712, -1.49908], [0.92038, -0.03149, 0.11148], [0.05396, 0.27093, -0.45830], [-1.08077, -0.42616, 0.19647], [-2.34551, 0.40163, -0.08352], [-1.00664, -0.62174, 1.54826], [-0.88377, -1.52401, 1.80832]],
  "forces_ev_per_angstrom": [[-0.465, 3.041, 0.611], [-0.232, 0.985, -0.086], [1.498, 0.837, -0.234], [0.109, 0.473, -0.099], [-1.104, -0.587, 0.373], [0.425, 0.247, 0.295], [2.181, -2.981, -0.645], [-1.547, -2.229, -0.547], [-1.093, -1.095, 0.521], [0.211, 2.240, 0.129], [0.018, -0.929, -0.319]],
  "de_lowest_kcal_mol": 18.54,
  "homo_ev": -11.2,
  "smiles": "C[C@](O)(F)[N+](=O)[O-]",
  "homo_lumo_gap_ev": 11.44,
  "spin_multiplicity": 1
}

Record 2
{
  "formula": "C2H4FO2",
  "method": "the ωB97M-V functional and the def2-TZVPD basis",
  "elements": ["C", "H", "F", "H", "C", "O", "O", "H", "H"],
  "xyz": [[1.15938, 1.02008, -2.09821], [-0.31482, -0.65962, -1.61271], [1.94507, 1.85198, 0.66242], [-2.05794, 0.81295, -1.84655], [-0.21384, 0.40742, -1.86711], [-1.15919, 1.17477, -2.02923], [2.05614, 0.19577, -2.27815], [1.26503, 2.09812, -2.30598], [2.95475, 0.54986, -2.47631]],
  "forces_ev_per_angstrom": [[0.052, 0.514, -1.114], [0.011, 0.104, 0.063], [-0.060, -0.048, -0.137], [-0.543, -0.089, -0.131], [-0.014, -0.617, 0.298], [0.245, 0.340, 0.194], [-0.201, -0.190, 0.535], [0.044, -0.063, 0.468], [0.466, 0.050, -0.177]],
  "homo_ev": [-24.3, -23.3],
  "homo_lumo_gap_ev": [9.74, 8.75],
  "total_charge": 2,
  "spin_multiplicity": 2
}

Record 3
{
  "formula": "C2H4FPS",
  "method": "the ωB97M-V functional and the def2-TZVPD basis",
  "elements": ["P", "F", "H", "C", "H", "H", "H", "S", "C"],
  "xyz": [[-1.22718, 2.31702, -0.20265], [1.29928, 2.49129, -1.12460], [-0.82243, -1.40564, -0.31758], [0.04786, -1.72191, 0.14538], [-1.16674, 1.41357, 0.84152], [-0.23813, -1.92677, 1.19784], [0.33390, -2.54624, -0.40091], [1.46747, -0.55877, 0.34512], [0.30596, 1.93744, -0.48411]],
  "forces_ev_per_angstrom": [[-1.555, 0.937, 0.097], [-0.769, -0.522, 0.120], [-1.535, 1.483, -1.069], [1.061, 1.467, 3.278], [-0.458, -0.749, 0.394], [0.094, -0.514, -0.788], [1.000, -2.019, -0.869], [-1.549, 1.871, -1.152], [3.710, -1.953, -0.010]],
  "de_lowest_kcal_mol": 90.44,
  "homo_ev": [-8.6, -8.6],
  "homo_lumo_gap_ev": [6.69, 6.70],
  "spin_multiplicity": 1
}

Record 4
{
  "formula": "C2H4FeLiO2",
  "method": "the ωB97M-V functional and the def2-TZVPD basis",
  "elements": ["O", "H", "H", "O", "Fe", "Li", "C", "C", "H", "H"],
  "xyz": [[-0.87401, 0.14897, 0.70624], [-0.21213, -1.87342, -1.87812], [-2.03508, -1.03221, -0.53515], [1.97000, 2.26127, 0.59735], [0.71121, 1.07323, 1.03548], [-2.51806, 0.70345, 1.33823], [-1.00040, -0.76186, -0.28201], [0.00024, -1.35983, -0.94158], [2.91812, 2.14226, 0.56758], [1.04011, -1.30186, -0.60804]],
  "forces_ev_per_angstrom": [[-0.825, 0.316, 1.401], [0.045, -0.249, 0.533], [0.239, 0.376, -0.095], [-0.665, -0.571, 0.431], [1.158, 0.697, -0.709], [0.104, -0.145, -0.113], [0.350, -1.254, -1.527], [-0.438, 0.520, 0.332], [0.240, 0.080, -0.013], [-0.208, 0.230, -0.241]],
  "de_lowest_kcal_mol": 0.00,
  "homo_ev": [-13.1, -13.2],
  "homo_lumo_gap_ev": [8.33, 7.73],
  "total_charge": 1,
  "spin_multiplicity": 5
}

Record 5
{
  "formula": "C2H4HgO3",
  "method": "the ωB97M-V functional and the def2-TZVPD basis",
  "elements": ["C", "H", "C", "O", "Hg", "H", "O", "H", "O", "H"],
  "xyz": [[0.84856, 0.81590, -1.31800], [1.24873, 1.82520, -1.13658], [1.66914, -0.19224, -0.57483], [-0.49921, 0.78842, -0.94692], [-0.56300, -0.68045, 1.55605], [-1.58846, 1.27201, -1.08523], [-1.52061, 0.40387, -0.06445], [2.71750, -0.28717, -0.91515], [1.19350, -0.98092, 0.21123], [0.92888, 0.62910, -2.40027]],
  "forces_ev_per_angstrom": [[1.597, 0.083, 0.926], [0.007, -0.149, 0.056], [0.144, -0.516, -1.143], [-1.457, 2.934, -4.572], [-0.754, -0.729, 2.273], [1.902, -1.039, 0.579], [-2.292, -0.624, 1.764], [-0.091, 0.158, 0.336], [1.155, 0.062, -0.479], [-0.212, -0.181, 0.261]],
  "de_lowest_kcal_mol": 146.73,
  "homo_ev": [-13.2, -15.1],
  "homo_lumo_gap_ev": [8.71, 8.63],
  "total_charge": 1,
  "spin_multiplicity": 2
}

Record 6
{
  "formula": "C2H4IN3O2",
  "method": "the ωB97M-V functional and the def2-TZVPD basis",
  "elements": ["H", "I", "O", "N", "O", "H", "C", "C", "N", "H", "H", "N"],
  "xyz": [[1.86175, -1.89493, -0.01631], [2.43795, 0.65041, 0.32173], [-1.56800, 0.44655, -0.68849], [1.22590, -2.69123, 0.14236], [-1.12892, -2.42429, -0.05354], [-1.27772, 2.76904, 0.49932], [-0.40570, 0.94838, -0.16462], [0.05690, -2.48609, 0.04475], [-0.48115, 2.23988, 0.12181], [0.38116, 2.79614, 0.34427], [-1.65856, -0.43596, -0.49943], [0.55638, 0.08209, -0.05186]],
  "forces_ev_per_angstrom": [[-0.309, -0.829, 0.190], [0.233, 0.508, 0.346], [0.445, 4.590, 0.122], [1.806, 0.194, 0.008], [1.797, -0.116, 0.267], [0.056, -1.276, -0.843], [-0.333, -2.425, -0.262], [-3.285, 0.254, -0.455], [1.407, 3.587, 1.043], [-0.984, -1.473, -0.414], [0.007, -3.846, 0.663], [-0.840, 0.834, -0.665]],
  "de_lowest_kcal_mol": 0.00,
  "homo_ev": -9.1,
  "homo_lumo_gap_ev": 9.10,
  "spin_multiplicity": 1
}

> Number 4 is which compound?

C2H4FeLiO2